No. 1
# C3H7N3S

An isolated molecule of C3H7N3S in a non-equilibrium geometry (ωB97M-V with the def2-TZVPD basis set, OMol25).

Geometry as XYZ:
```
14
Properties=species:S:1:pos:R:3:mulliken_charge:R:1
S 2.70 -0.31 0.06 -0.22
N 1.09 -0.28 -0.42 -0.24
C 0.39 -1.57 0.05 -0.17
N -0.95 -1.57 0.03 -0.51
N -1.68 -0.53 -0.20 -0.04
C -1.15 0.86 -0.07 -0.41
C 0.32 0.82 0.23 -0.58
H 3.21 0.62 -0.95 0.14
H 0.95 -2.48 0.06 0.43
H -2.62 -0.74 0.14 0.28
H -1.75 1.20 1.01 0.20
H -1.59 1.63 -0.97 0.26
H 0.37 0.64 1.26 0.45
H 0.71 1.70 -0.24 0.41
```

**Lowest unoccupied orbital energy**: 0.7454 eV
**Energy above the lowest of the compared OMol25 structures with the same formula, charge and spin**: 4.320 eV
**Structure (SMILES)**: SN1C=NNCC1

No. 2
# C21H21N3O5S

An isolated molecule of C21H21N3O5S in a non-equilibrium geometry (ωB97M-V with the def2-TZVPD basis set, OMol25).

Geometry as XYZ:
```
51
Properties=species:S:1:pos:R:3:mulliken_charge:R:1
C -4.46 -1.19 4.37 -0.72
O -3.59 -1.48 3.29 -0.29
C -3.86 -0.85 2.13 0.46
O -4.78 -0.08 2.01 -0.64
C -2.90 -1.18 1.06 0.23
C -1.85 -2.08 1.25 -0.51
C -0.95 -2.33 0.23 -0.67
C -1.09 -1.68 -0.99 1.11
N -0.20 -1.86 -2.05 -0.13
C 0.93 -2.62 -2.09 0.58
O 1.26 -3.44 -1.29 -0.63
C 1.78 -2.38 -3.35 -0.74
S 1.68 -0.69 -4.02 -0.24
C 2.11 0.15 -2.57 0.60
N 2.55 -0.37 -1.47 -0.49
N 2.72 0.66 -0.61 -0.09
C 2.37 1.74 -1.22 0.60
C 2.34 3.14 -0.70 -0.66
O 2.16 3.23 0.68 -0.57
C 1.25 2.36 1.29 0.52
C 1.77 1.47 2.23 1.25
C 3.25 1.43 2.48 -1.56
C 0.90 0.62 2.90 -0.95
C -0.46 0.66 2.65 -0.56
C -0.96 1.56 1.73 -0.68
C -0.12 2.43 1.04 0.90
C -0.71 3.42 0.08 -1.84
O 1.96 1.49 -2.49 -0.36
C -2.14 -0.78 -1.18 -0.52
C -3.04 -0.53 -0.17 -1.01
H -5.49 -1.45 4.11 0.30
H -4.42 -0.13 4.62 0.30
H -4.12 -1.79 5.21 0.24
H -1.75 -2.58 2.19 0.45
H -0.14 -3.02 0.38 0.53
H -0.38 -1.27 -2.85 0.15
H 2.81 -2.61 -3.11 0.37
H 1.44 -3.04 -4.15 0.43
H 1.56 3.68 -1.27 0.18
H 3.30 3.62 -0.91 0.40
H 3.63 2.44 2.62 0.30
H 3.74 0.99 1.62 0.26
H 3.47 0.83 3.36 0.46
H 1.30 -0.07 3.62 0.37
H -1.13 0.00 3.18 0.42
H -2.02 1.61 1.55 0.48
H -0.66 3.05 -0.94 0.27
H -1.76 3.59 0.32 0.48
H -0.18 4.37 0.14 0.39
H -2.24 -0.27 -2.13 0.35
H -3.85 0.16 -0.30 0.47
```

**Lowest unoccupied orbital energy**: 0.3182 eV
**Energy above the lowest of the compared OMol25 structures with the same formula, charge and spin**: 1.711 eV
**Structure (SMILES)**: COC(=O)c1ccc(NC(=O)CSc2nnc(COc3c(C)cccc3C)o2)cc1

No. 3
# C3H28NO11

A cluster of 10 separate species, C3H28NO11 in total in a non-equilibrium geometry (ωB97M-V with the def2-TZVPD basis set, OMol25).

Geometry as XYZ:
```
43
Properties=species:S:1:pos:R:3:mulliken_charge:R:1
C -2.47 0.73 -2.41 -1.01
O -3.80 1.28 -2.11 -0.57
C -1.65 0.19 -1.28 0.43
C -0.33 -0.45 -1.82 -0.51
O 0.69 -0.43 -0.85 -0.29
N -1.09 1.26 -0.30 -0.17
H -1.90 1.42 -2.88 0.59
H -2.69 -0.13 -3.08 0.36
H -4.67 0.66 -2.11 0.36
H -2.38 -0.43 -0.69 0.14
H -0.64 -1.52 -1.97 0.32
H -0.03 0.13 -2.76 0.38
H 0.79 -0.97 -0.08 0.20
H -1.32 2.19 -0.59 0.38
H -1.55 1.22 0.63 0.37
H -0.03 1.13 -0.20 0.20
H 3.26 1.68 -0.66 0.29
H 3.56 2.96 0.11 0.45
O 3.97 2.07 -0.20 -0.42
H -3.55 -3.06 2.23 0.31
H -3.72 -3.60 0.79 0.30
O -3.42 -2.92 1.33 -0.59
H 0.57 -2.40 1.78 0.38
H 1.97 -2.05 2.49 0.32
O 1.08 -1.76 2.39 -0.66
H -2.44 3.29 1.65 0.31
H -3.26 2.42 2.66 0.33
O -2.89 2.44 1.74 -0.65
H 2.14 4.62 0.35 0.37
H 1.50 3.68 0.98 0.27
O 2.42 3.93 0.95 -0.62
H 3.13 -0.21 -0.25 0.30
H 4.54 -0.59 -0.78 0.37
O 3.71 -1.03 -0.49 -0.62
H -1.47 -2.98 1.54 0.33
H -0.87 -3.25 0.13 0.32
O -0.92 -2.56 0.84 -0.73
H 2.93 -2.51 -1.15 0.37
H 3.04 -3.96 -1.15 0.36
O 2.39 -3.26 -1.15 -0.34
H 0.92 -0.01 1.94 0.30
H 1.78 1.32 2.43 0.30
O 1.11 0.92 1.77 -0.53
```

**Lowest unoccupied orbital energy (alpha / beta)**: -5.9420 / -13.6148 eV
**Energy above the lowest of the compared OMol25 structures with the same formula, charge and spin**: 0.000 eV
**Charge**: +2
**Multiplicity**: 2